# 1
C30H27Cl3GeN4O5S2W | the ωB97M-V functional and the def2-TZVPD basis

```
73
Properties=species:S:1:pos:R:3:forces:R:3
W -0.002910 -1.230882 -1.178421 -4.1715 -0.2024 -1.4909
O 0.720039 0.448745 -0.697114 0.6652 3.5079 2.3478
C 0.584128 1.187770 0.385966 -0.5132 -1.5335 -1.3651
C -0.002372 0.685462 1.564471 -0.0022 -0.6283 0.2519
C -0.385857 1.559443 2.599679 -0.2050 -0.0763 0.3919
C -0.981303 1.064832 3.741472 0.5411 -0.2483 -1.1099
C -1.153982 -0.310161 3.945376 0.1734 -0.2719 -0.4514
C -0.775451 -1.190458 2.956240 -0.0649 0.0554 0.5558
C -0.247941 -0.726135 1.747350 0.5725 -0.2678 -1.7076
O 0.049413 -1.590523 0.782545 -0.1322 0.8614 1.8076
N -1.443015 1.983090 4.749085 -0.1012 0.3421 0.3389
O -1.829710 1.517151 5.797412 -0.1072 -0.0651 0.2144
O -1.418273 3.165191 4.477547 -0.0414 0.3732 -0.0177
H 0.879356 2.231432 0.318448 0.1641 -0.0739 -0.1458
H -0.246439 2.623110 2.486512 -0.0065 0.1405 0.0381
H -1.594131 -0.652257 4.868497 -0.0368 -0.0387 0.0423
H -0.892879 -2.255940 3.081210 -0.0689 -0.0759 -0.0160
Cl 1.186891 -3.183071 -3.684974 0.0427 -0.4559 -0.7636
Ge -0.951944 -2.773860 -3.155889 0.6812 -0.6699 -0.0717
Cl -1.887331 -4.405386 -4.198889 -0.1880 0.3244 0.0415
Cl -0.710932 -3.713322 -0.982066 -0.0642 0.1538 -0.0381
S -0.017431 0.366624 -3.457986 0.3927 -0.5222 0.0841
C 1.380056 0.163270 -4.396172 -0.4311 0.1192 -0.1083
N 1.397485 0.352284 -5.717488 -0.0934 -0.2243 0.8674
C 2.666292 0.187428 -6.386135 0.5334 0.1217 -0.3776
C 3.514021 -0.678239 -5.460367 -0.1373 -0.0365 0.2775
S 2.933921 -0.273239 -3.762995 -0.0445 0.1056 -0.5490
H 0.566730 0.657436 -6.199913 -0.0762 -0.0512 0.0476
H 3.137156 1.162506 -6.563173 -0.0681 -0.1034 0.0558
H 2.515029 -0.303485 -7.349075 0.0346 0.0448 0.0602
H 4.577311 -0.480797 -5.552185 0.0070 0.0517 -0.0024
H 3.319457 -1.739283 -5.611981 0.0090 0.0091 -0.0366
N 1.892999 -1.956569 -1.034664 3.7575 -1.6708 1.8658
C 2.817333 -2.484665 -0.510329 -3.0074 1.5071 -1.9233
N 3.811291 -3.061772 0.044615 0.7411 -0.3751 0.4649
C 4.024255 -3.003370 1.489742 0.3793 0.1872 0.5077
C 5.466147 -2.549252 1.742609 -0.3718 0.0486 0.1695
O 6.364324 -3.438793 1.127739 0.0732 -0.0880 0.1044
C 6.188757 -3.488654 -0.265131 -0.1497 -0.0954 -0.3255
C 4.767687 -3.924630 -0.645268 0.4898 -0.1827 -0.1975
H 3.902309 -4.011932 1.895282 -0.1149 0.0595 0.0090
H 3.300840 -2.329241 1.948949 0.0201 -0.0465 -0.0732
H 5.686723 -2.574328 2.811385 -0.0655 0.0539 -0.0934
H 5.611774 -1.524286 1.366875 -0.0183 -0.1054 0.0264
H 6.914396 -4.214456 -0.631653 -0.0805 0.0443 -0.1089
H 6.403627 -2.509375 -0.714519 -0.0092 -0.0020 0.0280
H 4.596641 -4.955820 -0.318023 -0.0234 0.0858 -0.0596
H 4.616105 -3.858494 -1.721903 -0.0320 -0.0050 0.0362
C -1.933261 -0.502827 -0.872529 2.4856 -0.9268 -0.1399
C -2.501149 0.409532 -0.267357 -2.0145 1.8898 1.1164
C -3.153455 1.425407 0.426734 1.0187 -1.5571 -0.9844
C -2.743445 2.782590 0.161619 0.3677 0.8505 -0.0288
C -2.865832 3.801685 1.122293 0.0014 -0.2331 -0.0548
C -2.481193 5.093759 0.829501 0.0718 0.1491 0.0523
C -1.950924 5.406680 -0.413257 0.0335 -0.1346 0.0121
C -1.798671 4.407278 -1.364606 0.1402 0.1395 -0.0824
C -2.175847 3.112523 -1.082005 -0.1908 -0.2753 0.0927
C -4.167635 1.078363 1.384973 -0.7990 -0.2007 0.4200
C -5.201957 1.973091 1.703237 0.1373 -0.0942 -0.1514
C -6.178980 1.623463 2.611552 -0.1113 0.0028 0.0964
C -6.156961 0.376366 3.220872 0.1165 0.0351 -0.1018
C -5.158961 -0.531958 2.889729 -0.0915 -0.0953 0.1442
C -4.180130 -0.194822 1.980439 0.1489 0.2177 -0.1351
H -3.227773 3.572236 2.112683 -0.0399 -0.0407 0.0774
H -2.583399 5.863680 1.579149 0.0082 0.0398 0.0876
H -1.636193 6.416131 -0.629678 -0.0350 0.0985 -0.0437
H -1.384987 4.642486 -2.334193 0.0279 0.0139 -0.0664
H -2.076232 2.339164 -1.833646 -0.0064 0.0086 -0.0047
H -5.256593 2.919249 1.186748 -0.0383 0.0837 0.0374
H -6.970649 2.320770 2.839565 -0.0659 0.0556 0.0105
H -6.918723 0.110347 3.939074 -0.0369 -0.0219 0.0277
H -5.148656 -1.509775 3.348960 0.0066 -0.0596 0.0254
H -3.398986 -0.898513 1.727447 0.0138 -0.0263 -0.0086
```
Forces are in eV/Å.

Values from the calculation:
multiplicity = 2
HOMO level (spin up / spin down) = -9.36 / -9.51 eV
⟨S²⟩ = 0.83
charge = +1
Kohn-Sham gap (spin up / spin down) = 5.02 / 5.27 eV

=====

# 2
C25H44OP2Pm | the ωB97M-V functional and the def2-TZVPD basis

```
73
Properties=species:S:1:pos:R:3:forces:R:3
Pm -1.328462 -1.383990 1.481852 6.8200 3.5846 -2.5256
C -0.418441 0.134788 -1.659445 0.5910 0.1736 1.4495
C -1.172973 0.923498 -0.730238 0.6604 -1.0815 0.5143
C 1.065627 1.196178 -0.262902 -0.8021 -0.5523 -0.3217
C 0.960058 0.285435 -1.342086 -1.3028 0.5914 0.4029
C -0.237207 1.580098 0.128026 0.0878 -0.9401 -0.0453
C -0.941330 -0.575735 -2.837545 -0.1822 -0.1806 -0.7919
H -1.968906 -0.921264 -2.683285 0.1657 0.1605 -0.1737
H -0.324087 -1.447706 -3.093674 -0.1782 0.1112 -0.0264
H -0.956156 0.092005 -3.717106 -0.0707 -0.3223 0.0747
C 2.081672 -0.339799 -2.067047 0.5482 -0.2271 -0.3706
H 1.768199 -0.645800 -3.072044 0.2056 0.0519 0.1017
H 2.470169 -1.238955 -1.563863 0.0186 0.1254 -0.1473
H 2.918806 0.366569 -2.171822 -0.1214 -0.2615 -0.0570
C 2.331869 1.687654 0.326420 0.3748 0.2905 0.2752
H 3.093900 1.836901 -0.450568 -0.0828 -0.0017 0.2186
H 2.751172 0.999783 1.075659 0.0450 0.1421 -0.0586
H 2.165710 2.652425 0.823839 0.2122 -0.1969 -0.0848
C -0.570674 2.574429 1.175980 -0.2452 0.6653 0.1483
H -0.731083 3.575577 0.741264 0.0602 -0.1231 0.1984
H 0.234449 2.649301 1.917967 -0.2379 0.0457 -0.0563
H -1.490052 2.304053 1.717166 0.2476 0.2514 -0.1775
C -2.636752 1.181564 -0.773671 -0.4418 0.4276 -0.1328
H -2.860589 2.131736 -1.286979 -0.1710 -0.2010 0.1133
H -3.072892 1.265105 0.236737 -0.0220 0.1045 -0.1529
H -3.183211 0.391476 -1.306350 0.0188 0.0977 0.0295
C -2.326934 -3.965312 1.544954 -0.4266 -2.7874 -0.5925
C -3.692356 -4.230574 0.840658 -0.4534 -1.9767 -0.5132
C -4.995470 -3.542523 1.306327 -0.4046 -0.9049 -0.2416
C -4.970792 -2.277070 2.158659 0.1829 1.5492 -0.6161
C -3.770198 -1.261581 1.858471 -2.7003 -0.2194 0.6266
C -2.939544 -1.046012 3.154976 -1.1279 1.2260 2.4719
C -2.174283 -2.292845 3.720067 -0.5843 -0.1063 1.1742
C -2.436704 -3.657096 3.061294 0.3250 -0.0537 0.6730
H -5.551767 -4.311131 1.879517 0.2137 0.4118 -0.2806
H -5.009824 -2.498083 3.224635 0.1128 -0.0018 -0.1102
H -5.614974 -3.359824 0.429239 -0.0477 -0.0249 -0.0841
H -3.428256 -3.997160 3.381127 0.1683 0.0131 -0.2238
H -1.854061 -4.959258 1.602128 -0.2520 0.1561 0.1182
H -3.910568 -5.307456 0.707980 -0.0905 0.1354 1.2834
H -1.734402 -4.360006 3.541043 -0.2454 0.4518 -0.0219
H -1.078733 -2.149398 3.878260 -0.6280 0.1806 -0.3090
H -3.672662 -0.713358 3.909843 -0.3528 -0.9672 -0.4695
H -2.576805 -2.363121 4.741582 0.4560 -0.2788 -0.3306
H -5.890959 -1.697449 1.925112 0.4222 -0.5452 0.3003
H -4.202871 -0.301279 1.537221 0.1765 -0.1495 0.2534
P -2.892958 -4.001323 -0.830374 1.7035 3.9556 3.2410
C -2.031620 -5.133405 -1.900593 -0.4512 -0.8191 -1.0708
C -3.832836 -2.696278 -1.600180 -0.4053 -0.2651 -1.3828
P -1.974554 0.656500 3.740312 1.0295 -0.4924 -1.4124
C -1.651312 -3.316281 0.316698 -0.4186 -1.2322 -1.8667
C -3.311613 1.796174 4.188491 -0.4086 -0.2635 0.1940
C -1.331868 0.129230 5.372520 0.0621 -0.3525 0.0147
H -0.951499 -4.905746 -1.899661 -0.5793 0.1469 0.2479
H -2.416014 -4.962606 -2.919064 0.1387 -0.3765 0.2179
H -2.165478 -6.187796 -1.617686 -0.0495 0.3189 -0.1436
H -4.383209 -2.063184 -0.883780 0.4144 -0.5191 -0.1671
H -4.566754 -3.204558 -2.247226 0.0146 0.5220 -0.0829
H -3.166334 -2.061628 -2.195092 -0.3064 -0.2423 -0.0157
H -1.905791 -0.679025 5.853728 0.2287 0.4289 -0.0171
H -1.355738 1.020210 6.010846 0.0150 -0.1777 -0.0715
H -0.278743 -0.170783 5.236302 -0.4808 0.0090 0.1525
H -0.633391 -3.677250 0.111738 -0.1671 0.3649 0.1835
H -3.345514 -1.646597 0.910635 -0.3049 -0.0418 0.3215
H -2.797845 2.724173 4.501357 -0.3389 -0.3503 -0.1983
H -3.922757 1.412371 5.021803 0.0629 0.2615 -0.2727
H -3.934899 1.996017 3.306266 0.1272 0.1322 0.3023
C 2.538619 -2.044843 1.253764 0.1987 -0.0520 1.1115
C 1.137407 -1.787031 1.672371 -2.0090 -0.3864 -2.3303
O 0.661601 -1.330653 2.718415 0.9683 0.5109 1.4906
H 2.490509 -2.987588 0.690331 0.3007 0.2925 0.1347
H 3.242982 -2.107776 2.103583 -0.0434 0.0337 -0.3736
H 2.847113 -1.250711 0.552356 -0.2428 -0.2496 0.2814
```
Forces are in eV/Å.

Values from the calculation:
multiplicity = 5
HOMO level (spin up / spin down) = -8.09 / -8.11 eV
⟨S²⟩ = 6.02
charge = +1
Kohn-Sham gap (spin up / spin down) = 5.30 / 5.33 eV

=====

The records above yield electronic energy values of -6075.28854; -2344.81162 hartree, respectively.